ORCA calculation (ωB97M-V with the def2-TZVPD basis set) on C23H7CaClF4N6O4 as an isolated structure in a non-equilibrium geometry.

For the total energy, the calculation gives -3047.2809 Ha. As for the LUMO energy (alpha / beta): -4.3 / -4.3 eV. The HOMO energy (alpha / beta) comes out at -7.812 / -7.812 eV. For the orbital gap (alpha / beta), the calculation gives 3.54 / 3.54 eV.

Positions of all 46 atoms, in Å:
Ca: -0.14 -2.13 0.48
O: -4.41 0.44 -2.18
C: -4.64 0.53 -0.85
O: -5.66 1.12 -0.52
C: -3.70 -0.05 0.14
C: -3.96 0.05 1.51
Cl: -5.30 0.80 2.28
N: -2.95 -0.55 2.23
N: -2.03 -1.06 1.39
C: -2.42 -0.79 0.08
C: -1.71 -1.15 -1.41
O: -2.44 -0.69 -2.36
O: -0.61 -1.78 -1.72
C: -2.70 -0.74 3.64
C: -1.53 -1.44 4.02
C: -1.21 -1.67 5.36
C: -2.06 -1.21 6.36
C: -3.22 -0.53 6.01
C: -3.54 -0.29 4.67
H: -3.56 -0.05 -2.40
H: -0.84 -1.81 3.26
H: -0.30 -2.21 5.61
H: -1.82 -1.39 7.40
H: -3.89 -0.17 6.79
H: -4.46 0.25 4.50
F: 6.07 0.73 -1.84
C: 4.80 0.91 -2.28
C: 4.61 1.49 -3.48
F: 5.70 1.87 -4.19
C: 3.26 1.75 -4.01
C: 2.15 1.55 -3.06
C: 2.34 0.96 -1.87
F: 1.29 0.85 -1.03
C: 3.67 0.49 -1.43
C: 3.84 -0.27 -0.31
C: 2.75 -0.71 0.49
N: 1.86 -1.10 1.13
C: 5.12 -0.72 0.13
N: 6.15 -1.11 0.49
F: 0.92 1.98 -3.38
C: 3.06 2.16 -5.29
C: 4.12 2.34 -6.23
N: 4.97 2.48 -7.00
C: 1.75 2.41 -5.82
N: 0.70 2.60 -6.27
H: -0.06 -4.17 0.97



ORCA calculation (ωB97M-V with the def2-TZVPD basis set) on C23H80F9Fe2N40O29S3 as an isolated structure in a non-equilibrium geometry.

For the total energy, the calculation gives -9917.8979 Ha. As for the LUMO energy (alpha / beta): -1.8 / -1.8 eV. Its total charge is +1. As for the multiplicity: 9. The HOMO energy (alpha / beta) comes out at -9.236 / -8.996 eV. For the orbital gap (alpha / beta), the calculation gives 7.41 / 7.17 eV.

Positions of all 186 atoms, in Å:
Fe: -1.78 14.88 -15.57
Fe: 2.83 14.02 -14.92
C: 0.04 10.87 -15.55
F: 0.56 9.81 -16.18
F: -1.29 10.77 -15.42
F: 0.60 11.06 -14.36
S: 0.47 12.51 -16.66
O: -0.52 13.56 -16.23
O: 1.80 12.98 -16.30
O: 0.37 12.14 -18.04
C: 1.21 18.34 -16.04
F: 2.56 18.65 -16.16
F: 0.90 18.39 -14.70
F: 0.53 19.12 -16.82
S: 0.99 16.49 -16.63
O: -0.38 16.15 -16.25
O: 1.25 16.44 -18.05
O: 1.98 15.68 -15.85
C: 0.70 15.57 -11.23
F: 1.37 14.80 -10.32
F: -0.46 15.98 -10.63
F: 1.48 16.60 -11.52
S: 0.21 14.33 -12.66
O: 1.48 13.94 -13.31
O: -0.45 13.23 -11.96
O: -0.60 15.00 -13.71
C: 2.37 11.50 -9.86
O: 2.80 10.73 -10.74
N: 1.18 11.89 -9.72
N: 3.11 12.10 -9.08
H: 0.44 11.52 -10.29
H: 1.00 12.63 -9.06
H: 4.11 11.99 -8.98
H: 2.58 12.70 -8.47
C: -3.26 12.56 -13.79
O: -2.96 13.59 -14.43
N: -2.53 11.91 -13.01
N: -4.43 11.99 -13.89
H: -1.59 12.15 -12.73
H: -2.89 11.22 -12.36
H: -4.92 12.22 -14.74
H: -4.61 11.12 -13.40
C: 6.38 16.79 -15.56
O: 6.98 15.76 -15.26
N: 6.86 17.97 -15.45
N: 5.15 16.82 -15.89
H: 7.74 18.04 -14.95
H: 6.33 18.73 -15.83
H: 4.78 15.91 -16.13
H: 4.55 17.61 -16.08
C: -3.56 15.50 -9.41
O: -3.31 14.39 -8.94
N: -3.24 16.59 -8.77
N: -4.10 15.77 -10.59
H: -2.97 16.65 -7.80
H: -3.19 17.50 -9.21
H: -4.18 16.74 -10.88
H: -4.59 14.96 -10.93
C: -3.21 17.69 -15.44
O: -2.80 16.58 -15.14
N: -4.28 17.99 -16.05
N: -2.45 18.73 -15.14
H: -4.13 18.87 -16.51
H: -5.03 17.35 -16.26
H: -1.56 18.38 -14.81
H: -2.66 19.71 -15.21
C: 5.24 14.98 -8.50
O: 5.63 15.69 -9.37
N: 5.95 13.99 -7.98
N: 4.07 15.12 -7.97
H: 6.83 13.97 -8.47
H: 5.61 13.53 -7.15
H: 3.50 15.91 -8.24
H: 3.76 14.25 -7.56
C: 4.66 14.25 -17.78
O: 4.29 14.16 -16.62
N: 4.04 14.87 -18.73
N: 5.82 13.87 -18.01
H: 4.18 14.60 -19.69
H: 3.19 15.39 -18.52
H: 6.17 13.90 -18.95
H: 6.28 13.46 -17.21
C: -0.89 6.91 -9.92
O: -0.59 5.73 -10.04
N: -0.16 7.92 -9.88
N: -2.11 7.27 -10.09
H: 0.82 7.67 -9.90
H: -0.48 8.88 -9.85
H: -2.29 8.26 -9.95
H: -2.94 6.71 -9.92
C: 4.84 19.89 -14.01
O: 4.08 19.10 -13.42
N: 4.63 20.41 -15.13
N: 5.93 20.50 -13.65
H: 5.29 20.99 -15.62
H: 3.98 19.78 -15.59
H: 6.26 20.51 -12.69
H: 6.19 21.23 -14.29
C: -3.73 14.77 -18.16
O: -3.09 14.52 -17.17
N: -5.06 14.71 -18.36
N: -3.12 15.40 -19.16
H: -5.58 15.22 -19.05
H: -5.57 14.41 -17.54
H: -2.11 15.42 -19.16
H: -3.69 15.58 -19.97
C: -1.96 20.47 -8.06
O: -1.45 19.52 -8.72
N: -2.50 20.27 -6.90
N: -1.78 21.69 -8.23
H: -3.03 21.04 -6.53
H: -2.41 19.46 -6.31
H: -2.28 22.31 -7.61
H: -1.27 22.04 -9.03
C: -4.99 20.14 -11.63
O: -5.47 19.09 -11.43
N: -3.74 20.47 -11.58
N: -5.67 21.09 -12.04
H: -2.99 19.81 -11.41
H: -3.42 21.38 -11.87
H: -6.67 21.03 -12.18
H: -5.34 22.03 -11.88
C: 6.22 19.41 -10.23
O: 6.89 20.35 -10.74
N: 5.23 19.70 -9.38
N: 6.56 18.16 -10.36
H: 4.67 19.03 -8.88
H: 5.32 20.69 -9.20
H: 7.33 17.96 -10.98
H: 6.15 17.39 -9.85
C: 1.76 18.10 -7.84
O: 2.91 18.10 -7.65
N: 1.25 19.28 -8.16
N: 0.87 17.14 -7.81
H: 0.29 19.37 -8.47
H: 1.85 20.08 -8.03
H: -0.09 17.46 -7.85
H: 1.13 16.17 -7.68
C: 0.47 9.62 -6.55
O: -0.37 9.50 -7.38
N: 0.49 9.20 -5.32
N: 1.50 10.33 -6.77
H: -0.27 8.62 -5.01
H: 1.08 9.67 -4.64
H: 2.32 10.33 -6.18
H: 1.55 10.69 -7.72
C: 1.66 20.93 -11.40
O: 0.98 21.49 -10.56
N: 1.72 19.65 -11.72
N: 2.61 21.59 -12.06
H: 2.32 19.14 -12.35
H: 1.05 19.15 -11.15
H: 3.05 20.95 -12.70
H: 2.77 22.56 -12.29
C: 3.63 11.03 -14.71
O: 3.77 12.24 -14.49
N: 3.24 10.24 -13.68
N: 3.98 10.45 -15.84
H: 3.29 10.65 -12.76
H: 3.42 9.25 -13.76
H: 4.05 9.47 -16.06
H: 4.22 11.03 -16.63
C: -2.74 11.05 -9.60
O: -2.62 9.87 -9.91
N: -1.84 11.70 -8.99
N: -3.66 11.83 -9.97
H: -1.10 11.07 -8.73
H: -1.83 12.71 -8.97
H: -4.52 11.58 -10.44
H: -3.74 12.76 -9.58
C: 4.58 15.49 -12.72
O: 3.97 15.19 -13.78
N: 5.28 16.56 -12.53
N: 4.52 14.62 -11.66
H: 5.14 16.85 -11.57
H: 5.45 17.23 -13.26
H: 5.08 14.71 -10.82
H: 4.05 13.73 -11.76
C: 0.36 13.70 -6.77
O: 1.46 13.77 -7.18
N: -0.69 14.22 -7.30
N: 0.08 13.13 -5.65
H: -1.59 13.97 -6.93
H: -0.67 14.52 -8.27
H: 0.88 12.77 -5.14
H: -0.85 12.87 -5.37



ORCA calculation (ωB97M-V with the def2-TZVPD basis set) on a 28-piece molecular cluster, C24H104O28 overall in a non-equilibrium geometry.

For the total energy, the calculation gives -3083.4275 Ha. As for the LUMO energy: -0.6 eV. The HOMO energy comes out at -9.429 eV. For the orbital gap, the calculation gives 8.82 eV.

Positions of all 156 atoms, in Å:
O: 1.02 0.66 -5.18
H: 0.11 0.39 -5.26
H: 1.49 0.11 -5.81
O: 1.11 -7.41 0.12
H: 1.34 -6.52 -0.15
H: 1.61 -7.55 0.92
O: -1.89 -4.34 -4.79
H: -0.96 -4.16 -4.67
H: -1.92 -5.07 -5.40
O: -0.06 4.16 -4.47
H: 0.22 4.49 -3.61
H: 0.30 3.28 -4.52
O: 5.62 -1.37 -2.48
H: 5.07 -0.82 -3.04
H: 5.11 -2.17 -2.35
O: 0.93 5.40 -1.84
H: 1.69 5.98 -1.80
H: 0.66 5.29 -0.93
O: -2.52 -2.33 3.53
H: -2.94 -1.71 2.94
H: -3.12 -2.40 4.27
O: 4.05 -2.60 0.76
H: 4.73 -2.48 1.42
H: 3.90 -1.72 0.41
O: 0.83 -3.94 -4.37
H: 1.41 -4.41 -4.97
H: 1.41 -3.52 -3.74
O: 0.82 1.61 2.85
H: 1.33 2.22 3.37
H: 0.59 0.90 3.45
O: 1.50 -4.16 3.45
H: 1.35 -3.84 4.34
H: 0.65 -4.51 3.18
O: -2.39 3.82 2.69
H: -1.69 3.56 3.29
H: -2.56 3.03 2.17
O: 2.79 -0.56 -2.53
H: 2.31 -0.35 -1.73
H: 2.54 0.14 -3.14
O: 0.28 4.75 0.89
H: 0.09 5.38 1.58
H: 0.12 3.89 1.29
O: -0.78 -1.48 -6.07
H: -1.50 -2.02 -5.76
H: -0.03 -2.08 -6.10
O: -4.78 -1.43 2.23
H: -4.75 -2.35 1.96
H: -5.22 -1.44 3.08
O: -0.43 -0.73 4.01
H: 0.12 -1.39 4.42
H: -1.30 -1.12 3.97
O: 4.32 -3.45 -1.77
H: 3.81 -3.18 -1.01
H: 4.72 -4.28 -1.51
O: -2.96 0.31 5.21
H: -2.04 0.04 5.14
H: -3.12 0.38 6.15
O: 3.54 -5.53 1.90
H: 4.16 -4.89 1.54
H: 2.91 -4.99 2.38
C: -3.19 6.70 -1.83
C: -3.20 5.76 -3.01
C: -4.68 5.61 -3.56
O: -2.27 6.14 -4.03
H: -2.21 6.62 -1.37
H: -3.93 6.38 -1.08
H: -3.35 7.77 -1.94
H: -2.95 4.76 -2.65
H: -5.13 4.62 -3.42
H: -4.78 5.84 -4.62
H: -5.41 6.19 -2.99
H: -1.46 5.64 -3.87
C: -4.01 -3.34 -2.05
C: -4.99 -3.23 -3.25
C: -4.94 -1.83 -4.02
O: -4.53 -4.23 -4.18
H: -4.14 -4.27 -1.51
H: -4.28 -2.54 -1.36
H: -2.95 -3.22 -2.29
H: -6.02 -3.39 -2.93
H: -5.50 -1.83 -4.96
H: -3.92 -1.56 -4.30
H: -5.51 -1.05 -3.52
H: -3.61 -4.00 -4.32
C: -5.61 0.86 -0.35
C: -4.18 1.15 0.03
C: -3.81 2.55 -0.45
O: -4.25 1.11 1.45
H: -6.35 1.43 0.21
H: -5.79 -0.21 -0.27
H: -5.71 1.15 -1.40
H: -3.62 0.31 -0.38
H: -4.21 3.39 0.11
H: -3.97 2.61 -1.53
H: -2.76 2.81 -0.28
H: -4.29 0.22 1.79
C: -2.50 -5.14 0.98
C: -2.22 -5.63 2.41
C: -1.68 -7.04 2.35
O: -1.19 -4.86 3.03
H: -1.54 -4.93 0.50
H: -3.15 -4.27 0.90
H: -3.05 -5.86 0.38
H: -3.10 -5.59 3.06
H: -2.37 -7.76 1.90
H: -1.23 -7.29 3.31
H: -0.91 -7.24 1.60
H: -1.59 -3.99 3.12
C: 3.38 -0.33 3.59
C: 3.74 -1.39 4.67
C: 4.59 -0.88 5.85
O: 2.58 -2.06 5.25
H: 2.63 0.34 4.01
H: 2.95 -0.68 2.66
H: 4.34 0.07 3.26
H: 4.33 -2.19 4.20
H: 4.65 -1.67 6.60
H: 4.05 -0.10 6.37
H: 5.52 -0.39 5.58
H: 2.94 -2.47 6.04
C: -1.15 -0.57 -0.85
C: -0.22 -0.55 0.35
C: 0.45 -1.84 0.78
O: 0.88 0.37 0.11
H: -0.69 -0.76 -1.82
H: -1.62 0.41 -0.89
H: -2.01 -1.23 -0.71
H: -0.76 -0.14 1.20
H: -0.26 -2.56 1.20
H: 1.23 -1.83 1.54
H: 0.72 -2.38 -0.13
H: 1.18 0.82 0.90
C: 4.10 3.56 2.67
C: 3.84 4.09 4.10
C: 5.08 4.64 4.72
O: 2.97 5.14 4.02
H: 3.17 3.33 2.17
H: 4.57 2.58 2.75
H: 4.68 4.25 2.07
H: 3.45 3.21 4.61
H: 5.49 5.33 3.99
H: 5.84 3.87 4.86
H: 4.78 5.16 5.63
H: 3.02 5.50 3.13
C: 5.34 4.16 -4.07
C: 3.82 4.13 -3.70
C: 3.09 2.78 -3.64
O: 3.74 4.59 -2.45
H: 5.48 3.92 -5.13
H: 6.00 3.49 -3.52
H: 5.73 5.16 -3.92
H: 3.25 4.70 -4.43
H: 3.01 2.28 -4.60
H: 2.05 2.83 -3.31
H: 3.62 2.16 -2.92
H: 2.86 4.31 -2.19



ORCA calculation (ωB97M-V with the def2-TZVPD basis set) on C24H13AsCl5Tl as an isolated structure.

For the total energy, the calculation gives -5631.1629 Ha. As for the LUMO energy: -0.7 eV. The HOMO energy comes out at -7.244 eV. For the energy relative to the best compared isomer or geometry (same formula, charge and spin), the calculation gives 0.063 eV. For the orbital gap, the calculation gives 6.55 eV.

Positions of all 44 atoms, in Å:
Tl: 2.44 -0.93 -1.97
Cl: 3.85 1.40 0.46
C: 2.80 1.19 1.78
C: 1.72 0.18 1.86
C: 1.56 -0.58 0.77
Cl: 0.03 -1.82 0.98
C: 1.12 0.41 3.19
Cl: -0.14 -0.47 3.96
C: 1.75 1.44 3.78
Cl: 1.43 2.09 5.32
C: 2.81 1.93 2.90
Cl: 3.82 3.25 3.27
C: -2.96 0.62 2.00
C: -3.55 -0.40 1.27
C: -3.15 -0.65 -0.04
C: -2.12 0.09 -0.61
C: -1.53 1.12 0.12
C: -1.96 1.39 1.42
As: -1.63 -0.34 -2.46
C: -0.84 -2.11 -2.16
C: -1.79 -3.13 -2.12
C: -1.40 -4.44 -1.87
C: -0.05 -4.72 -1.71
C: 0.88 -3.69 -1.79
C: 0.53 -2.35 -2.00
C: -0.02 0.69 -2.53
C: 0.86 3.63 0.36
C: 1.40 3.69 -0.77
C: 1.94 3.65 -2.10
C: 1.64 2.69 -2.98
C: 0.74 1.62 -2.72
H: -3.28 0.82 3.01
H: -4.35 -0.99 1.71
H: -3.64 -1.43 -0.60
H: -0.74 1.71 -0.31
H: -1.50 2.20 1.96
H: -2.84 -2.92 -2.28
H: -2.13 -5.23 -1.83
H: 0.28 -5.74 -1.53
H: 1.93 -3.95 -1.66
H: -0.43 -1.52 2.17
H: 1.79 4.49 0.10
H: 2.63 4.43 -2.38
H: 2.10 2.72 -3.96



ORCA calculation (ωB97M-V with the def2-TZVPD basis set) on C24H13BrF4N5O4Sn as an isolated structure.

For the total energy, the calculation gives -4684.6655 Ha. As for the LUMO energy (alpha / beta): -5.8 / -5.8 eV. Its total charge is +1. The HOMO energy (alpha / beta) comes out at -11.965 / -11.965 eV. For the energy relative to the best compared isomer or geometry (same formula, charge and spin), the calculation gives 0.000 eV. For the orbital gap (alpha / beta), the calculation gives 6.21 / 6.21 eV.

Positions of all 52 atoms, in Å:
Sn: 0.36 2.28 1.18
O: 1.93 2.13 -0.58
C: 2.04 0.93 -0.30
O: 1.58 0.44 0.79
C: 2.72 -0.03 -1.25
N: 2.08 -1.38 -1.06
C: 3.14 -2.40 -1.32
C: 4.36 -1.76 -0.66
C: 4.23 -0.26 -0.99
H: 2.52 0.30 -2.27
H: 1.23 -1.43 -1.62
H: 1.77 -1.40 -0.08
H: 3.26 -2.48 -2.40
H: 2.84 -3.35 -0.90
H: 5.29 -2.19 -1.03
H: 4.32 -1.92 0.42
H: 4.79 0.00 -1.88
H: 4.59 0.36 -0.18
F: -6.08 -1.24 2.76
C: -5.32 -1.77 1.82
C: -5.85 -2.62 0.94
F: -7.14 -2.90 1.02
C: -5.08 -3.23 -0.13
C: -3.66 -2.93 -0.10
C: -3.13 -2.08 0.78
F: -1.82 -1.86 0.75
C: -3.92 -1.38 1.78
C: -3.40 -0.42 2.60
C: -2.05 0.03 2.50
N: -0.98 0.44 2.41
C: -4.15 0.30 3.59
N: -4.66 0.92 4.40
F: -2.86 -3.54 -0.96
C: -5.64 -3.99 -1.10
C: -7.04 -4.29 -1.18
N: -8.15 -4.55 -1.32
C: -4.90 -4.52 -2.21
N: -4.37 -4.95 -3.14
Br: -6.35 1.11 -0.04
C: -4.91 0.46 -1.07
C: -5.15 -0.42 -2.11
C: -4.07 -0.92 -2.83
C: -2.78 -0.56 -2.50
C: -2.55 0.34 -1.47
C: -3.62 0.86 -0.75
C: -1.15 0.70 -1.10
O: -0.20 0.06 -1.54
O: -1.04 1.68 -0.25
H: -6.16 -0.70 -2.36
H: -4.25 -1.60 -3.66
H: -1.93 -0.96 -3.05
H: -3.45 1.58 0.04